[1]
Here is a molecular structure, C7H19AuN2 from OMol25. Energies are from the ωB97M-V functional and the def2-TZVPD basis.

Summary:
Orbital gap in eV: 8.2
Electronic energy in Ha: -523.27217
HOMO in eV: -7.4
Relative energy (zero: lowest compared OMol25 entry of this formula, charge and spin) in eV: 0.364

Each line ends with the Löwdin charge.
Geometry (Å):
Au  0.0739  -0.9148  0.2961  0.655
N  -1.5351  0.5282  1.4569  -0.079
C  -3.0041  0.5115  1.4740  -0.273
C  -3.6225  0.6491  0.0857  -0.207
C  -3.3926  -0.5371  -0.8452  -0.285
N  -1.9967  -0.6259  -1.2734  -0.067
H  -1.1721  0.4701  2.4002  0.068
H  -1.1934  1.3947  1.0561  0.069
H  -3.3991  1.3179  2.1041  0.107
H  -3.3232  -0.4345  1.9157  0.113
H  -3.2598  1.5665  -0.3923  0.111
H  -4.6992  0.7688  0.2206  0.109
H  -4.0816  -0.4493  -1.6951  0.104
H  -3.6398  -1.4605  -0.3164  0.112
H  -1.7075  0.2214  -1.7473  0.067
H  -1.8567  -1.3985  -1.9114  0.067
C  2.9184  0.9583  0.6947  -0.128
C  2.8424  -0.0111  -0.4842  -0.575
C  4.2542  -0.3286  -0.9832  -0.110
C  2.0808  -1.2967  -0.1303  -0.374
H  3.4083  1.8930  0.4093  0.068
H  3.4864  0.5115  1.5153  0.076
H  1.9171  1.1845  1.0660  0.031
H  2.3157  0.4940  -1.3027  0.104
H  4.8460  -0.7972  -0.1923  0.075
H  4.7698  0.5787  -1.3077  0.068
H  4.2143  -1.0181  -1.8289  0.068
H  2.6054  -1.7910  0.6949  0.018
H  2.1504  -1.9848  -0.9792  0.006

***

[2]
Here is a molecular structure, C7H19CaNO7S from OMol25. Energies are from the ωB97M-V functional and the def2-TZVPD basis.

Summary:
Orbital gap in eV: 2.2
Electronic energy in Ha: -1935.08456
HOMO in eV: -4.7

Each line ends with the Löwdin charge.
Geometry (Å):
Ca  -22.6168  -22.2611  -0.3123  1.411
S  -19.9992  -18.4244  2.0801  0.042
O  -20.5345  -17.9945  3.3274  -0.359
O  -18.5429  -18.3853  2.0876  -0.325
O  -20.6217  -19.6254  1.7199  -0.425
O  -20.2369  -17.3409  1.1104  -0.357
C  -19.0367  -24.6627  2.1092  -0.135
O  -20.3240  -24.9923  1.5389  -0.181
H  -18.5040  -23.8891  1.5561  0.082
H  -19.1679  -24.2008  3.0878  0.075
H  -18.4734  -25.5771  2.2960  0.079
H  -20.5275  -25.9059  1.7521  0.063
C  -21.1503  -20.4348  -3.1133  -0.048
O  -22.4610  -20.6673  -2.4898  -0.374
C  -23.5044  -19.7903  -3.0046  -0.167
C  -24.9744  -20.1562  -2.4797  -0.144
N  -24.8027  -20.3317  -1.0028  -0.100
C  -26.0268  -20.8712  -0.3778  -0.200
C  -25.7456  -21.2732  1.0647  -0.202
O  -24.7525  -22.2938  1.1031  -0.359
C  -24.4860  -22.8634  2.3834  -0.075
H  -21.0056  -19.3545  -3.1050  0.104
H  -21.2768  -20.8197  -4.1252  0.085
H  -20.3272  -21.0690  -2.7842  0.087
H  -23.5021  -19.8283  -4.0939  0.116
H  -23.1571  -18.7778  -2.7991  0.125
H  -25.2948  -21.0568  -3.0035  0.112
H  -25.7413  -19.4222  -2.7271  0.120
H  -24.5997  -19.4125  -0.6368  0.129
H  -26.4239  -21.7239  -0.9286  0.124
H  -26.7882  -20.0957  -0.4607  0.129
H  -26.7219  -21.6378  1.3842  0.132
H  -25.4572  -20.3844  1.6259  0.142
H  -25.2222  -22.5037  3.1022  0.102
H  -23.4832  -22.6708  2.7646  0.095
H  -24.6270  -23.9233  2.1718  0.095

***

[3]
Here is a molecular structure, C7H19CuO2P from OMol25. Energies are from the ωB97M-V functional and the def2-TZVPD basis.

Summary:
Orbital gap (spin up / spin down) in eV: 3.9 / 6.9
Electronic energy in Ha: -2410.20276
HOMO (spin up / spin down) in eV: -3.3 / -6.4
Relative energy (zero: lowest compared OMol25 entry of this formula, charge and spin) in eV: 0.000
Spin multiplicity: 2

Each line ends with the Löwdin charge.
Geometry (Å):
Cu  -0.7448  1.0243  0.7081  -0.003
H  1.8584  -3.0838  0.2257  0.028
H  1.4966  -2.9048  -0.4371  0.001
P  0.2107  0.2892  -2.3557  0.810
C  -1.3430  -0.2418  -3.0760  -0.226
H  -1.2396  -0.1817  -4.1761  0.065
H  -1.5909  -1.2845  -2.8288  0.061
H  -2.1992  0.3847  -2.7913  0.067
C  0.5785  1.8832  -3.0697  -0.244
H  1.5444  2.2595  -2.7085  0.059
H  0.5998  1.8132  -4.1741  0.060
H  -0.1782  2.6129  -2.7478  0.048
C  1.4213  -0.9033  -2.9398  -0.246
H  1.1308  -1.9269  -2.6722  0.034
H  1.4749  -0.8226  -4.0333  0.054
H  2.4273  -0.7372  -2.5391  0.057
C  -1.8932  -0.3670  0.1348  -0.322
O  -2.7595  -1.1528  -0.0024  -0.086
H  0.3685  0.2771  -0.9252  -0.038
H  -1.0585  2.2690  -0.0738  -0.111
C  -1.1132  0.7703  4.2369  -0.009
C  0.0556  0.2442  3.4724  -0.431
C  1.0632  -0.6384  4.1763  -0.008
O  0.1180  0.4176  2.2454  -0.139
H  -0.8894  0.5564  5.2795  0.069
H  -2.0087  0.2144  3.9119  0.106
H  -1.2324  1.8427  4.0195  0.101
H  0.9308  -1.6860  3.8890  0.094
H  2.0969  -0.3226  4.0122  0.090
H  0.8747  -0.6055  5.2393  0.062

***

[4]
Here is a gas-phase ion, C7H19N2O4 (charge +1) from OMol25. Energies are from the ωB97M-V functional and the def2-TZVPD basis.

Summary:
Orbital gap in eV: 11.2
Electronic energy in Ha: -688.29590
HOMO in eV: -13.8
Charge: +1
Relative energy (zero: lowest compared OMol25 entry of this formula, charge and spin) in eV: 2.074
SMILES: CC(C)[C@@](O)([NH2+]CCO)C(N)(O)O

Each line ends with the Löwdin charge.
Geometry (Å):
C  1.9394  0.9113  -1.5351  -0.037
C  1.6404  -0.1170  -0.4332  -0.322
C  1.5788  -1.5131  -1.0303  -0.029
C  0.4251  0.2433  0.4545  -0.427
O  0.5856  1.4143  0.9990  0.096
N  -0.7996  0.0872  -0.3924  0.143
C  -1.7838  1.1304  -0.1153  -0.085
C  -2.8891  0.8788  -1.1651  -0.214
O  -2.2743  0.4922  -2.3328  -0.031
C  0.1791  -0.7304  1.7364  -0.629
N  1.4165  -1.1500  2.2178  0.164
O  -0.5178  0.1391  2.5827  0.030
O  -0.6490  -1.7809  1.5199  0.090
H  2.8508  1.4531  -1.1899  0.109
H  1.1516  1.5538  -1.8745  0.072
H  2.1860  0.4934  -2.4903  0.071
H  2.6137  -0.0618  0.0344  0.127
H  1.9472  -1.5273  -2.0322  0.069
H  2.1584  -2.2309  -0.3748  0.116
H  0.4844  -1.6815  -1.1651  0.089
H  -0.0971  1.5657  1.6717  0.120
H  -1.1531  -0.8267  -0.1421  0.154
H  -0.7131  -0.0011  -1.3996  0.149
H  -2.2910  1.0337  0.8097  0.133
H  -1.5353  2.1475  -0.2831  0.139
H  -3.3786  -0.0179  -0.7071  0.148
H  -3.5450  1.6671  -1.3131  0.117
H  -2.2702  1.2549  -2.9230  0.127
H  2.2574  -0.5878  2.1587  0.123
H  1.2927  -1.6211  3.0999  0.111
H  -0.5349  -0.1804  3.5068  0.150
H  -0.2752  -2.4378  2.1076  0.125

***

Copy entry 1 word for word.
Here is a molecular structure, C7H19AuN2 from OMol25. Energies are from the ωB97M-V functional and the def2-TZVPD basis.

Summary:
Orbital gap in eV: 8.2
Electronic energy in Ha: -523.27217
HOMO in eV: -7.4
Relative energy (zero: lowest compared OMol25 entry of this formula, charge and spin) in eV: 0.364

Each line ends with the Löwdin charge.
Geometry (Å):
Au  0.0739  -0.9148  0.2961  0.655
N  -1.5351  0.5282  1.4569  -0.079
C  -3.0041  0.5115  1.4740  -0.273
C  -3.6225  0.6491  0.0857  -0.207
C  -3.3926  -0.5371  -0.8452  -0.285
N  -1.9967  -0.6259  -1.2734  -0.067
H  -1.1721  0.4701  2.4002  0.068
H  -1.1934  1.3947  1.0561  0.069
H  -3.3991  1.3179  2.1041  0.107
H  -3.3232  -0.4345  1.9157  0.113
H  -3.2598  1.5665  -0.3923  0.111
H  -4.6992  0.7688  0.2206  0.109
H  -4.0816  -0.4493  -1.6951  0.104
H  -3.6398  -1.4605  -0.3164  0.112
H  -1.7075  0.2214  -1.7473  0.067
H  -1.8567  -1.3985  -1.9114  0.067
C  2.9184  0.9583  0.6947  -0.128
C  2.8424  -0.0111  -0.4842  -0.575
C  4.2542  -0.3286  -0.9832  -0.110
C  2.0808  -1.2967  -0.1303  -0.374
H  3.4083  1.8930  0.4093  0.068
H  3.4864  0.5115  1.5153  0.076
H  1.9171  1.1845  1.0660  0.031
H  2.3157  0.4940  -1.3027  0.104
H  4.8460  -0.7972  -0.1923  0.075
H  4.7698  0.5787  -1.3077  0.068
H  4.2143  -1.0181  -1.8289  0.068
H  2.6054  -1.7910  0.6949  0.018
H  2.1504  -1.9848  -0.9792  0.006

***

> The highest electronic energy belongs to which entry?

C7H19AuN2

***

> Number 2 is which compound?

C7H19CaNO7S